{
  "formula": "C4H14NO3S",
  "method": "ωB97M-V with the def2-TZVPD basis set",
  "species": ["C", "C", "C", "S", "N", "C", "O", "H", "H", "H", "H", "H", "H", "H", "H", "H", "H", "H", "H", "O", "H", "H", "O"],
  "coordinates": [[-2.001, 0.804, -0.364], [-0.612, 0.243, -0.585], [-0.442, -1.148, -1.240], [0.150, -1.160, -2.964], [0.259, 0.310, 0.620], [-0.342, -0.247, 1.835], [-0.567, 0.674, 2.814], [-2.641, 0.204, 0.286], [-1.881, 1.748, 0.182], [-2.545, 1.106, -1.255], [-0.133, 0.886, -1.313], [0.182, -1.825, -0.669], [-1.430, -1.617, -1.289], [0.938, -0.082, -2.837], [0.422, 1.298, 0.778], [-1.263, -0.803, 1.623], [0.397, -0.948, 2.260], [1.869, -1.169, 0.521], [3.363, -1.069, 0.490], [2.655, -1.700, 0.324], [0.618, 2.839, 2.734], [-0.521, 2.155, 2.173], [-0.088, 3.043, 2.108]],
  "orbital_gap_ev": [9.85, 6.37],
  "fmax_ev_per_a": 1.63,
  "e_tot_ha": -839.35671,
  "multiplicity": 2
}